Formula: C4H7N3
Source: the OMol25 dataset
Level of theory: ωB97M-V/def2-TZVPD

```
14
Properties=species:S:1:pos:R:3:forces:R:3:mulliken_charge:R:1
H -2.548358 -1.765136 -0.138317 0.5133 -0.4720 0.0344 0.22
H 0.845696 1.810038 -1.053208 1.0744 -1.1987 1.3429 0.25
H -1.178009 1.291745 1.025054 -0.0342 0.6402 2.0975 0.23
H -1.605938 1.701825 -0.522188 1.6313 -0.8515 -0.1468 0.32
H 0.250654 -2.115438 0.180489 0.2434 -2.0280 0.1294 0.10
C 0.755581 1.193930 -0.096369 -2.2057 1.5542 0.5133 -0.25
C -1.066202 -0.427376 -0.014492 -1.8258 -0.2388 -0.5244 0.30
N 0.171204 -1.159060 0.081386 -3.1092 4.7149 -0.6877 -0.13
C -0.824130 1.120854 0.061321 0.4882 -2.4439 -1.1633 -0.53
N 2.437859 -0.638457 -0.042333 0.4620 -0.0269 -0.8731 -0.69
H 1.117704 1.710556 0.847678 0.1706 -0.4124 -1.6148 0.22
H 2.726021 -1.664918 -0.149655 -1.3504 1.8413 0.5648 0.22
C 1.209247 -0.267942 -0.056983 2.8017 -1.5318 0.1457 0.37
N -2.291335 -0.790625 -0.122378 1.1406 0.4535 0.1823 -0.63
```
Forces are in eV/Å.

Output
**Frontier orbital gap**: 10.1 eV
**Largest force on an atom**: 0.11064 Eh/bohr
**Highest occupied orbital energy**: -9.255 eV
**LUMO energy**: 0.8 eV
**SMILES**: [H]/N=C1/CC/C(=N/[H])N1
**Multiplicity**: 1

Formula: C4H7N3
Source: the OMol25 dataset
Level of theory: ωB97M-V/def2-TZVPD

```
14
Properties=species:S:1:pos:R:3:forces:R:3:mulliken_charge:R:1
C 0.282797 0.519248 0.789987 0.0738 0.1344 0.2155 -0.22
H 1.250023 -0.969301 -0.422615 0.1148 0.1719 0.0879 0.28
N 0.481380 -0.319219 -0.379311 -0.0596 -0.0466 0.0264 -0.21
H -0.551208 0.125249 1.388542 0.1783 0.0768 -0.1030 0.29
N -1.880152 -1.116825 -3.513416 0.3692 0.1040 0.3892 -0.61
C 1.572913 0.532191 1.570735 0.1099 0.0760 0.2160 -1.36
H -2.369467 0.811584 -1.179952 0.4627 0.5092 0.9029 0.26
N -1.616830 0.156270 -1.312693 -0.6861 -0.9511 -1.8458 -0.25
H 2.386921 0.937134 0.960257 -0.1014 -0.0769 0.1242 0.36
H 0.013615 1.533586 0.468667 0.0293 -0.2254 -0.0293 0.31
H 1.827745 -0.487226 1.878843 0.0666 0.1754 0.0548 0.36
H 1.462763 1.153199 2.457133 0.1115 -0.0476 0.0770 0.37
C -1.471754 -0.676883 -2.492612 -1.1979 -0.0340 -0.8487 0.18
C -0.439833 -0.455199 -1.290892 0.5290 0.1340 0.7328 0.24
```
Forces are in eV/Å.

Output
**Frontier orbital gap**: 7.8 eV
**Largest force on an atom**: 0.04253 Eh/bohr
**Highest occupied orbital energy**: -7.356 eV
**LUMO energy**: 0.5 eV
**Multiplicity**: 1

Formula: C4H7N3
Source: the OMol25 dataset
Level of theory: ωB97M-V/def2-TZVPD

```
14
Properties=species:S:1:pos:R:3:forces:R:3:mulliken_charge:R:1
C 1.123427 -0.081616 0.105686 -0.1780 0.1779 -0.0656 0.96
H -0.072786 -1.982158 0.201261 -0.0237 0.1994 0.0280 0.34
C -0.041394 -0.904797 0.086989 -0.0426 -0.0004 0.0451 -0.90
H 3.120430 0.164484 0.025601 -0.0421 -0.1048 0.0729 0.24
H -2.779659 -0.704578 0.877265 -0.0722 0.0522 -0.1356 0.26
C 0.709461 1.220483 -0.057271 0.1517 -0.0397 0.0824 -0.84
H -1.266372 1.993085 -0.328521 0.0855 -0.0504 0.1393 0.21
N -2.533042 -0.244914 0.007653 -0.0297 -0.2565 -0.0191 -0.57
H 2.642765 -1.402544 -0.090304 -0.0341 0.0748 0.0565 0.26
N 2.444390 -0.514672 0.353959 0.0347 -0.0129 -0.1729 -0.57
C -1.129191 -0.067301 -0.062759 0.1997 0.1430 0.0594 -0.02
H -2.916870 -0.786590 -0.757175 0.1184 0.0138 0.0212 0.25
H 1.258037 2.149534 -0.002532 -0.0100 -0.1432 -0.1664 0.35
N -0.661992 1.206941 -0.159002 -0.1576 -0.0533 0.0546 0.03
```
Forces are in eV/Å.

Output
**Frontier orbital gap**: 8.5 eV
**Largest force on an atom**: 0.00506 Eh/bohr
**Highest occupied orbital energy**: -7.406 eV
**LUMO energy**: 1.1 eV
**SMILES**: Nc1c[nH]c(N)c1
**Multiplicity**: 1

Formula: C4H7N3
Source: the OMol25 dataset
Level of theory: ωB97M-V/def2-TZVPD

```
14
Properties=species:S:1:pos:R:3:forces:R:3:mulliken_charge:R:1
C -0.981488 0.519782 1.093210 0.2299 -0.6285 -0.1777 0.60
H 2.555835 0.389865 -1.262898 0.0333 -0.2723 -0.0818 0.30
H 0.110181 -1.170127 0.382360 -0.1309 1.6011 1.0974 0.17
H -2.305744 1.858595 1.233829 0.2057 0.0977 0.0019 0.25
C 1.688170 -0.262014 -1.465415 0.0189 0.2905 0.1294 -1.01
N -2.058081 -0.774757 3.084021 0.5843 0.4122 -0.7784 -0.36
N 0.080540 -0.099116 0.439173 -0.6266 -1.9712 1.1389 -0.26
C -1.520810 -0.242037 2.208776 -0.4908 -0.3704 0.7421 0.09
H 1.497890 -0.205285 -2.541206 0.0315 -0.0842 0.1575 0.30
H 1.879967 -1.296286 -1.198226 0.2199 0.0582 0.0277 0.38
H 0.203199 1.312109 -1.025437 0.1470 -0.2297 0.1292 0.37
C 0.535241 0.313023 -0.731114 0.0094 1.1565 -1.8408 -0.18
H -0.196028 -1.953764 -0.897025 -0.1145 -0.1803 -0.5079 0.00
N -1.488873 1.610011 0.679952 -0.1170 0.1203 -0.0374 -0.65
```
Forces are in eV/Å.

Output
**Frontier orbital gap (spin up / spin down)**: 9.4 / 5.3 eV
**Largest force on an atom**: 0.04592 Eh/bohr
**Highest occupied orbital energy (spin up / spin down)**: -9.901 / -6.961 eV
**LUMO energy (spin up / spin down)**: -0.5 / -1.7 eV
**Multiplicity**: 1

Formula: C4H7N3
Source: the OMol25 dataset
Level of theory: ωB97M-V/def2-TZVPD

```
14
Properties=species:S:1:pos:R:3:forces:R:3:mulliken_charge:R:1
C 2.313211 1.356563 -0.270601 0.0485 -0.0290 0.2271 -1.17
C 1.726614 0.193252 -0.139297 0.2557 0.5555 0.0582 0.53
N -2.296766 -0.454385 0.157015 2.0725 1.9192 2.4448 0.12
N -1.647242 0.704721 0.817031 -0.6190 -0.5774 0.7400 -0.50
H -0.470068 -2.223465 0.188879 -0.1366 0.0734 -0.0635 0.30
H 1.770074 2.285377 -0.166871 -0.0805 0.0622 0.0539 0.23
H -1.310552 0.582624 1.764268 -0.1836 -0.7348 -0.2536 0.25
H -1.030128 1.369014 0.337640 -0.4692 -0.9202 -0.6617 0.23
N -2.759166 -0.142102 -0.905132 -0.2136 1.7610 -1.7095 -0.39
C 1.145745 -0.920408 -0.023204 -0.1427 -0.6428 -0.3361 0.74
H 3.381415 1.431371 -0.418329 0.0500 -0.0307 -0.2134 0.26
H -2.539179 0.911295 -1.029850 -0.6763 -1.4409 -0.5340 0.27
C 0.579334 -2.100193 -0.036979 -0.1002 0.0660 0.1441 -1.13
H 1.136707 -2.993665 -0.274570 0.1952 -0.0615 0.1036 0.26
```
Forces are in eV/Å.

Output
**Frontier orbital gap**: 9.4 eV
**Largest force on an atom**: 0.07265 Eh/bohr
**Highest occupied orbital energy**: -9.184 eV
**LUMO energy**: 0.2 eV
**SMILES**: [H]/N=N\N.C=C=C=C
**Multiplicity**: 1

Formula: C4H7N3
Source: the OMol25 dataset
Level of theory: ωB97M-V/def2-TZVPD

```
14
Properties=species:S:1:pos:R:3:forces:R:3:mulliken_charge:R:1
H 0.640544 0.026513 -1.576258 -0.0644 0.0899 0.0868 0.35
N -0.816865 0.150022 -0.060790 0.0900 -0.1985 0.0478 -0.30
C 0.386805 -1.925667 0.460805 0.8483 -0.5940 0.0284 0.12
C -0.781815 -1.072554 0.415221 -0.1013 0.2152 -0.0762 0.33
N 1.333134 -2.590121 0.492404 -0.9420 0.6668 -0.0390 -0.37
H -2.179474 -2.054979 1.540638 0.0604 0.0726 -0.1132 0.21
H 0.762198 2.276959 0.516989 0.0532 -0.0984 -0.0903 0.29
N -2.006653 -1.373083 0.811096 0.0237 -0.1256 0.1196 -0.57
H 1.802975 0.840648 0.494315 -0.0844 0.1004 -0.0940 0.30
C 0.165194 0.776100 -0.928920 0.0985 0.0267 -0.0929 -0.46
C 1.227632 1.529961 -0.133199 0.0440 0.0371 0.0379 -1.00
H 1.923474 2.040709 -0.807109 -0.0973 -0.0795 0.0865 0.33
H -2.082747 -0.091498 0.358779 0.0024 -0.0100 0.0075 0.48
H -0.374401 1.466991 -1.583970 0.0690 -0.1028 0.0910 0.30
```
Forces are in eV/Å.

Output
**Frontier orbital gap**: 9.5 eV
**Largest force on an atom**: 0.02246 Eh/bohr
**Highest occupied orbital energy**: -9.243 eV
**LUMO energy**: 0.3 eV
**Multiplicity**: 1

Formula: C4H7N3
Source: the OMol25 dataset
Level of theory: ωB97M-V/def2-TZVPD

```
14
Properties=species:S:1:pos:R:3:forces:R:3:mulliken_charge:R:1
H -1.833213 -0.630018 -2.070051 0.9275 -0.2365 0.5576 0.29
C 0.677671 0.946034 0.999047 -0.2016 -0.5521 0.9113 0.09
C 1.280167 -1.461388 0.513406 0.0558 -1.2408 -0.4563 -0.82
C -0.483250 -0.067523 -0.503852 -1.3386 -0.3829 0.3788 0.60
N -1.039353 1.096690 -0.324971 1.1097 0.7636 0.0516 -0.44
H 0.585984 -2.261794 0.861155 0.6371 0.3411 -0.3884 0.30
N 0.532260 -0.255499 0.372362 0.1929 0.4074 -0.7991 0.09
H 1.381669 0.992053 1.851030 -0.4984 0.5937 -0.8169 0.32
H -1.337279 -2.032411 -1.096222 0.0013 0.3419 0.5205 0.29
H 2.043904 -1.341370 1.271242 0.1677 0.0872 0.0455 0.31
H -0.159803 -1.364376 -2.162732 -0.6338 0.4184 0.2191 0.27
N -0.257723 1.768709 0.609993 -0.0728 -0.1374 0.2438 -0.52
H 1.763446 -1.750481 -0.461283 -0.4658 0.1723 0.9958 0.28
C -0.989756 -1.063941 -1.474405 0.1188 -0.5758 -1.4631 -1.06
```
Forces are in eV/Å.

Output
**Frontier orbital gap**: 10.2 eV
**Largest force on an atom**: 0.03066 Eh/bohr
**Highest occupied orbital energy**: -9.507 eV
**LUMO energy**: 0.6 eV
**SMILES**: Cc1nncn1C
**Multiplicity**: 1

Formula: C4H7N3
Source: the OMol25 dataset
Level of theory: ωB97M-V/def2-TZVPD

```
14
Properties=species:S:1:pos:R:3:forces:R:3:mulliken_charge:R:1
H 1.239402 1.393345 1.034241 -0.1134 -0.2767 -0.2195 0.15
H -2.172936 -0.008812 -0.515793 0.9497 -0.4668 0.1042 0.28
N -1.236703 1.843579 0.750757 0.5252 0.0479 -0.0600 -0.77
C -0.489040 -1.284614 -0.856774 -1.1985 -0.2404 -0.3279 -0.20
H 2.464331 -0.124101 -0.516115 0.1087 0.2095 -0.1882 0.26
H -0.617589 2.544270 1.193745 -0.4992 -0.5292 -0.3412 0.19
N -1.202120 -0.239551 -0.264636 -0.6877 0.6833 -0.3144 -0.18
C 0.806145 -1.471195 -0.676306 0.5687 0.1134 0.0442 -0.50
H 1.270967 -2.352597 -1.108438 0.0685 0.2984 0.0739 0.34
C -0.556025 0.830851 0.344275 -0.1188 -0.1413 0.3775 0.43
H -1.098748 -1.971798 -1.474855 0.4339 0.4856 0.5840 0.32
N 0.789364 0.654492 0.508327 0.7466 0.3521 0.1619 -0.23
C 1.634316 -0.466655 0.095500 -0.5965 -0.6322 0.3228 -0.33
H 2.088416 -0.940272 0.985904 -0.1872 0.0964 -0.2173 0.24
```
Forces are in eV/Å.

Output
**Frontier orbital gap**: 9.1 eV
**Largest force on an atom**: 0.02461 Eh/bohr
**Highest occupied orbital energy**: -8.228 eV
**LUMO energy**: 0.8 eV
**SMILES**: [H]/N=C1/NC=CCN1
**Multiplicity**: 1

Formula: C4H7N3
Source: the OMol25 dataset
Level of theory: ωB97M-V/def2-TZVPD

```
14
Properties=species:S:1:pos:R:3:forces:R:3:mulliken_charge:R:1
H -1.239225 2.140071 -2.003594 -0.0842 -0.0200 0.1905 0.37
C 0.918585 -0.057095 -0.214456 0.0283 -0.2085 -0.3103 -0.02
H -1.743924 1.402993 1.211244 0.0103 0.0476 -0.1581 0.38
N 0.509963 -1.223026 0.268372 -0.0291 0.1539 -0.1539 -0.20
C 0.293901 -1.429307 1.688346 -0.0189 0.0464 0.1581 -0.77
C -1.452598 1.935731 -0.976682 -0.0631 -0.1632 0.5501 -0.25
H 0.776467 -2.350378 2.036284 -0.0789 0.1702 -0.1071 0.30
C -1.601303 1.641842 0.180981 0.0036 0.1916 -0.5076 -0.49
N 1.215083 0.176676 -1.414473 -0.0920 0.0579 0.0878 0.22
H -0.776561 -1.478345 1.926149 0.1853 -0.0028 -0.0368 0.27
H 0.175190 -1.942434 -0.364163 0.0745 0.0772 0.0767 0.25
N 0.813288 0.771866 -2.442113 0.2696 -0.1455 0.1842 -0.60
H 0.735093 -0.576872 2.209206 -0.0854 -0.1704 -0.0296 0.32
H 1.606335 0.794232 -3.095406 -0.1200 -0.0344 0.0561 0.22
```
Forces are in eV/Å.

Output
**Frontier orbital gap**: 9.4 eV
**Largest force on an atom**: 0.01123 Eh/bohr
**Highest occupied orbital energy**: -8.660 eV
**LUMO energy**: 0.8 eV
**Multiplicity**: 1

Formula: C4H7N3
Source: the OMol25 dataset
Level of theory: ωB97M-V/def2-TZVPD

```
14
Properties=species:S:1:pos:R:3:forces:R:3:mulliken_charge:R:1
H -2.064401 -0.605890 -0.803950 0.2770 -0.3578 1.0173 0.29
C -0.054372 -0.687311 -0.049919 0.6390 -3.0017 1.7597 0.61
C -1.496620 -1.182915 -0.015360 -0.6863 -0.0452 -1.4788 -0.98
C -0.216313 1.842982 0.029624 2.0157 0.3624 0.9972 -0.79
H 3.143507 -1.244080 0.010788 -1.8992 1.1941 -0.1475 0.35
N 1.770571 0.464505 -0.075194 2.3883 2.3217 -0.0056 -0.95
H -1.638251 -2.284830 -0.381303 0.8514 2.0307 1.0280 0.28
N 0.458138 0.549487 -0.027358 -1.4247 -0.3664 -1.0729 0.73
H -1.221325 1.789622 -0.305141 -0.7754 -0.1504 -0.3463 0.31
H -0.153573 2.175454 1.079384 -0.4169 -0.0692 -0.3257 0.29
H -1.976782 -1.035254 0.978697 0.3262 -0.1500 -0.7487 0.24
C 2.088146 -0.790476 -0.025278 -0.1484 -1.8163 0.9350 -0.04
H 0.390785 2.576596 -0.521002 -0.4119 -0.4046 -0.1415 0.28
N 0.970495 -1.567895 0.106011 -0.7348 0.4526 -1.4701 -0.62
```
Forces are in eV/Å.

Output
**Frontier orbital gap**: 10.4 eV
**Largest force on an atom**: 0.06880 Eh/bohr
**Highest occupied orbital energy**: -9.542 eV
**LUMO energy**: 0.9 eV
**SMILES**: Cc1ncnn1C
**Multiplicity**: 1

Formula: C4H7N3
Source: the OMol25 dataset
Level of theory: ωB97M-V/def2-TZVPD

```
14
Properties=species:S:1:pos:R:3:forces:R:3:mulliken_charge:R:1
H 3.122553 0.230589 0.108266 -0.0369 -0.1131 0.0531 0.24
N 2.442123 -0.439986 0.442068 0.0750 -0.0289 -0.1447 -0.56
C -1.102187 -0.202167 -0.182428 0.1364 0.0920 0.1189 0.04
H -3.031935 0.296253 -0.087208 -0.0098 -0.1704 -0.0869 0.26
C 0.013629 -0.982187 0.007065 -0.0598 0.0159 0.0672 -0.74
H -1.287982 1.827275 -0.686162 0.0620 -0.0770 0.1878 0.22
N -2.467549 -0.544703 -0.153635 -0.0046 0.0205 0.0307 -0.58
H 1.132114 2.136500 -0.001396 0.1545 -0.0372 -0.2803 0.34
H -2.644826 -1.080893 0.689469 -0.1013 -0.0735 -0.2145 0.26
N -0.712938 1.097413 -0.296980 -0.1489 -0.0594 0.0632 -0.07
C 1.133191 -0.090024 0.063622 -0.1459 0.1774 -0.0584 0.89
C 0.670235 1.177777 -0.166793 0.1411 -0.0287 0.1826 -0.87
H 0.025648 -2.058648 0.126090 -0.0086 0.1985 0.0797 0.33
H 2.707922 -1.367203 0.138021 -0.0533 0.0841 0.0017 0.25
```
Forces are in eV/Å.

Output
**Frontier orbital gap**: 8.1 eV
**Largest force on an atom**: 0.00627 Eh/bohr
**Highest occupied orbital energy**: -7.075 eV
**LUMO energy**: 1.0 eV
**SMILES**: Nc1c[nH]c(N)c1
**Multiplicity**: 1

Formula: C4H7N3
Source: the OMol25 dataset
Level of theory: ωB97M-V/def2-TZVPD

```
14
Properties=species:S:1:pos:R:3:forces:R:3:mulliken_charge:R:1
N 2.533516 -0.461300 0.343335 -0.1067 0.0850 -0.2124 -0.57
H 1.254765 2.148180 -0.076901 -0.2260 -0.0762 -0.0124 0.38
C 1.184576 -0.069951 0.137748 -0.3354 0.2850 -0.0666 1.14
C 0.698165 1.222639 -0.030543 -0.0408 0.0873 -0.0003 -1.01
N -2.455894 -0.136344 -0.109252 -0.4237 -1.0314 0.0701 -0.50
N -0.689452 1.133271 -0.127111 -0.4998 -0.5185 0.0265 -0.10
H -1.779483 1.366866 -0.207818 2.4033 1.8536 -0.0202 0.52
H 2.732369 -1.354792 -0.093155 -0.0771 0.1307 0.0876 0.26
H -2.868255 -0.525652 -0.941865 -0.0336 -0.3530 0.0848 0.21
H 0.109940 -2.044681 0.272535 -0.0211 0.1742 -0.0187 0.35
C -1.025747 -0.161166 -0.021978 -0.3114 -0.2349 0.0173 -0.22
H -2.961690 -0.363212 0.732132 -0.0366 -0.3537 -0.0289 0.21
H 3.190724 0.216515 -0.024205 -0.1117 -0.0293 0.0819 0.24
C 0.076470 -0.970369 0.147079 -0.1792 -0.0190 -0.0084 -0.92
```
Forces are in eV/Å.

Output
**Frontier orbital gap**: 8.3 eV
**Largest force on an atom**: 0.05902 Eh/bohr
**Highest occupied orbital energy**: -7.369 eV
**LUMO energy**: 1.0 eV
**SMILES**: Nc1c[nH]c(N)c1
**Multiplicity**: 1

What did we get for ΔE to the lowest compared entry with this formula, charge and spin? Answer: 1.013, 4.344, 0.058, 5.350, 5.224, 2.515, 0.508, 0.217, 5.177, 0.612, 0.215, 1.576 eV, in the order shown.